Formula: C9H19ClS
Source: the OMol25 dataset
Level of theory: wB97M-V/def2-TZVPD

Computed properties:
HOMO (spin up / spin down) ... -0.153 / -0.355 Eh
Gap between HOMO and LUMO (spin up / spin down) ... 4.88 / 8.52 eV
Spin multiplicity ... 3

Cartesian coordinates (Å):
C -2.65552 0.50132 0.35432
C -0.79005 1.24104 -1.17866
C -1.09674 1.64189 2.63358
C 0.89802 1.81337 1.22503
C 0.95852 -1.72157 -1.48323
C -0.47893 -3.25823 -0.21159
C -1.28492 1.05092 0.19001
C -0.58683 1.47864 1.22023
C 0.56293 -2.18114 -0.32121
S 4.58786 -2.22958 -1.68397
Cl 1.33965 -1.87929 1.22448
H -3.32461 1.31063 0.72580
H -2.50520 -0.06272 1.28666
H -3.14976 0.02811 -0.46008
H 0.28335 0.98393 -1.25253
H -1.04733 2.35933 -1.48018
H -1.48820 0.55334 -1.66125
H -0.84067 2.65452 2.88431
H -0.50340 0.93909 3.22747
H -2.13813 1.47012 2.86252
H 1.49449 1.49239 0.31067
H 1.42796 1.48565 2.15061
H 1.05241 2.84415 1.06829
H 5.57732 -1.66534 -0.96905
H 0.28731 -1.88340 -2.35429
H 1.81583 -1.14678 -1.66723
H -0.27983 -4.23783 -0.67914
H -1.46886 -2.85423 -0.44958
H -0.57011 -3.57220 0.87181
H 3.64896 -1.78354 -0.81783

Here are the natural (NBO) charges for atoms 1 to 2, given in e: C -0.66; C -0.66



Formula: C39H52N4OP2Pt
Source: the OMol25 dataset
Level of theory: wB97M-V/def2-TZVPD

Computed properties:
HOMO (spin up / spin down) ... -0.435 / -0.461 Eh
Gap between HOMO and LUMO (spin up / spin down) ... 5.70 / 2.38 eV
Total charge ... +2
Spin multiplicity ... 5

Cartesian coordinates (Å):
Pt 0.77920 1.25120 -0.18568
C 0.57978 -0.27039 1.69554
C 0.94939 -0.91643 0.51651
C -0.01687 -1.74441 -0.28735
C -0.87261 -0.99841 -1.32692
C -1.10320 0.46722 -1.11784
C -1.59365 1.01595 0.07693
C -1.95128 0.17187 1.26179
C -0.80438 -0.19483 2.23610
C 1.42869 2.49261 1.29953
H 1.35538 0.00397 2.42275
H 2.02029 -1.12086 0.37931
H -0.68443 -2.31220 0.37511
H 0.58003 -2.50108 -0.82011
H -0.34819 -1.07914 -2.30095
H -1.83054 -1.51114 -1.48724
H -1.29742 1.09300 -2.01479
H -1.98496 2.03922 0.03707
H -2.45299 -0.75649 0.94634
H -2.70246 0.74642 1.83316
H -0.80702 0.54643 3.05325
H -1.06449 -1.16273 2.70552
H 1.49558 2.05497 2.31047
H 0.72053 3.33134 1.33976
H 2.41948 2.84004 0.97706
P -0.22146 1.07792 -3.89388
P 0.94425 -2.56723 -3.23431
N -1.91044 1.68203 -4.24569
N 0.56094 1.93251 -5.23741
N -0.35924 -3.70554 -3.63023
N 2.20435 -3.65374 -3.82549
C -0.49768 -0.54259 -4.72654
C 0.76152 -1.45022 -4.69664
C -2.39551 2.78691 -3.53781
C -3.71872 3.01614 -3.90301
C -4.06542 2.02438 -4.87364
C -2.94797 1.20580 -5.04643
C 1.39558 3.02939 -4.96437
C 1.94836 3.47487 -6.15303
C 1.44064 2.64215 -7.20726
C 0.58867 1.70931 -6.61453
C -1.36328 -4.04186 -2.70220
C -2.41241 -4.63841 -3.38257
C -2.07269 -4.65277 -4.77612
C -0.81386 -4.07906 -4.90378
C 2.22665 -4.84287 -4.57104
C 3.53497 -5.11306 -4.95726
C 4.35980 -4.05600 -4.43710
C 3.52828 -3.17926 -3.75731
H -0.79608 -0.40019 -5.77911
H -1.35527 -1.02481 -4.22493
H 0.79455 -2.06041 -5.61732
H 1.68709 -0.85073 -4.65288
H -1.77060 3.29039 -2.81710
H -4.36135 3.79353 -3.52107
H -5.00752 1.91665 -5.39381
H -2.81440 0.31936 -5.64449
H 1.52243 3.36831 -3.94056
H 2.64314 4.29888 -6.27435
H 1.66205 2.70830 -8.25652
H 0.02415 0.89832 -7.03929
H -1.23440 -3.84025 -1.64154
H -3.32812 -5.01568 -2.94483
H -2.67561 -5.02266 -5.59222
H -0.19829 -3.90532 -5.77804
H 1.32119 -5.40471 -4.76070
H 3.87225 -5.95707 -5.55504
H 5.43223 -3.94887 -4.55960
H 3.73545 -2.26494 -3.22204
C -2.04914 4.03001 6.28470
C -2.13709 2.56198 6.70989
C -2.91808 1.75851 5.66311
C -0.74947 2.01340 7.04375
C -0.19667 2.27331 8.28161
C 1.07898 1.80808 8.62029
C 1.77721 0.97086 7.74649
C 1.28191 0.69466 6.49099
C 2.00637 -0.24989 5.53963
C 3.46074 0.15914 5.34472
C 1.89578 -1.69108 6.03144
C 0.08983 1.39014 6.03071
O -0.14252 1.52825 4.80006
H -1.52504 4.09927 5.32310
H -1.49929 4.61837 7.02786
H -3.05304 4.45743 6.17592
H -2.70857 2.51691 7.65171
H -2.37651 1.77156 4.71130
H -3.03536 0.72050 5.99201
H -3.91295 2.19649 5.52175
H -0.77412 2.85414 9.00554
H 1.51218 2.07185 9.58149
H 2.73176 0.52504 8.05109
H 1.49411 -0.17064 4.57438
H 3.98732 0.19824 6.30396
H 3.97960 -0.54607 4.68986
H 3.50875 1.15333 4.89034
H 0.84389 -1.97532 6.13859
H 2.37032 -2.38422 5.33116
H 2.37701 -1.79728 7.01031

Here are the Löwdin charges for atoms 1 to 2, given in e: Pt 1.05; C -0.15



Formula: C9H14S
Source: the OMol25 dataset
Level of theory: wB97M-V/def2-TZVPD

Computed properties:
Relative energy (zero: lowest compared OMol25 entry of this formula, charge and spin) ... 1.1921 eV
HOMO ... -0.328 Eh
Gap between HOMO and LUMO ... 9.70 eV
SMILES ... Cc1ccccc1.CCS

Cartesian coordinates (Å):
C 1.99699 -1.94729 0.26893
C 0.47332 -1.81988 0.14484
C -0.00635 -2.46497 -0.98023
C -1.39912 -2.62253 -1.12487
C -2.27770 -2.13292 -0.18129
C -1.68394 -1.54900 0.94349
C -0.35271 -1.46188 1.23869
H 2.48583 -1.43607 1.09871
H 2.43733 -1.51697 -0.64485
H 2.30077 -2.99707 0.32211
H 0.57378 -2.99281 -1.71056
H -1.92877 -3.01810 -1.98027
H -3.36274 -2.08460 -0.24627
H -2.36911 -1.12498 1.67481
H 0.06294 -1.13728 2.19492
C 1.26718 3.29009 0.17692
C 0.07885 3.24717 -0.72556
S -1.25521 4.34410 -0.17725
H 1.77098 2.34530 0.01786
H 0.96696 3.09156 1.21106
H 1.82987 4.21741 0.12407
H 0.01600 3.75084 -1.71910
H -0.26151 2.23615 -0.97099
H -1.36363 3.78373 1.04486

Here are the natural (NBO) charges for atoms 1 to 2, given in e: C -0.64; C 0.01



Formula: C5H8O
Source: the OMol25 dataset
Level of theory: wB97M-V/def2-TZVPD

Computed properties:
Relative energy (zero: lowest compared OMol25 entry of this formula, charge and spin) ... 4.6108 eV
HOMO ... -0.313 Eh
Gap between HOMO and LUMO ... 8.86 eV

Cartesian coordinates (Å):
C 1.49848 0.45957 0.49882
C 0.31775 0.47895 -0.47454
C -0.34145 -0.90013 -0.71238
C -1.51949 -0.90710 0.23680
O -1.44599 -0.33740 1.31417
C -0.91388 1.29165 -0.16423
H 1.19018 0.04185 1.46144
H 1.86869 1.47555 0.67325
H 2.33901 -0.13407 0.11746
H 0.64859 0.87146 -1.44836
H 0.31066 -1.75260 -0.47725
H -0.69011 -1.01046 -1.74215
H -2.44710 -1.43176 -0.04635
H -0.79254 1.90647 0.74563

Here are the natural (NBO) charges for atoms 1 to 2, given in e: C -0.62; C -0.39



Formula: C7H17N2O2
Source: the OMol25 dataset
Level of theory: wB97M-V/def2-TZVPD

Computed properties:
Relative energy (zero: lowest compared OMol25 entry of this formula, charge and spin) ... 0.2665 eV
HOMO ... -0.515 Eh
Gap between HOMO and LUMO ... 11.65 eV
Total charge ... +1

Cartesian coordinates (Å):
C 3.16505 1.44484 -1.26435
C 2.03835 1.26276 -2.35752
C 2.70062 0.44293 -0.19759
C 0.73865 1.18852 -1.44143
C -3.52720 0.55976 0.50565
C -1.94873 -3.03684 2.04027
C -1.65861 -0.81120 0.97206
N -0.35218 -0.86145 0.97122
N 1.22081 0.92424 -0.08621
O -2.15685 0.23907 0.45109
O -2.41023 -1.86350 1.37229
H 4.14540 1.15075 -1.61217
H 3.30118 2.50208 -1.01752
H 2.06408 2.15112 -2.95312
H 2.30747 0.44687 -3.01649
H 2.81782 -0.56649 -0.48529
H 3.11286 0.66537 0.80508
H 0.16882 2.07967 -1.44424
H 0.08840 0.27258 -1.66390
H -4.18406 0.10531 -0.22934
H -3.62899 1.64983 0.55781
H -3.88675 0.19388 1.43031
H -1.18831 -3.58795 1.27331
H -2.91316 -3.63694 2.13052
H -1.46822 -2.91420 3.03871
H 1.00080 1.69369 0.55935
H 0.00352 -1.77198 1.32109
H 0.44948 0.07728 0.34043

Here are the natural (NBO) charges for atoms 1 to 2, given in e: C -0.42; C -0.42



Formula: C25H18Cl4N2NdO4P
Source: the OMol25 dataset
Level of theory: wB97M-V/def2-TZVPD

Computed properties:
Relative energy (zero: lowest compared OMol25 entry of this formula, charge and spin) ... 0.0000 eV
HOMO (spin up / spin down) ... -0.281 / -0.281 Eh
Gap between HOMO and LUMO (spin up / spin down) ... 7.70 / 7.72 eV
Spin multiplicity ... 4

Cartesian coordinates (Å):
Nd -0.02666 -0.07179 0.19377
Cl 2.52141 -6.48022 -0.12669
C 1.77133 -4.98655 -0.55061
C 1.45347 -4.71102 -1.87177
Cl 1.79753 -5.85870 -3.11185
C 0.85947 -3.49063 -2.19802
Cl 0.48195 -3.09649 -3.83614
C 0.57053 -2.53983 -1.22473
O 0.03159 -1.34824 -1.54748
C 0.87362 -2.83155 0.13767
O 0.59770 -1.93285 1.09973
C 1.48618 -4.04617 0.43959
Cl 1.90612 -4.33398 2.08870
O 0.04171 2.26296 0.13001
C 0.61088 2.13718 1.26761
O 0.18253 1.31740 2.13247
C 1.98127 2.73349 1.41411
C 2.29775 3.65173 2.39626
C 3.59170 4.13997 2.49498
C 4.59142 3.66683 1.62450
C 4.29032 2.72807 0.66045
C 2.98760 2.24782 0.51079
P 2.54143 0.99058 -0.74440
C 3.95907 -0.14874 -0.72473
C 4.94527 -0.17422 -1.70726
C 5.95942 -1.11975 -1.65391
C 5.99322 -2.04920 -0.62447
C 5.01493 -2.02742 0.36074
C 4.00323 -1.08358 0.30934
C 2.62555 1.83346 -2.34622
C 2.36019 1.06314 -3.48018
C 2.37656 1.64611 -4.73523
C 2.63597 3.00502 -4.86672
C 2.87312 3.77763 -3.74096
C 2.86700 3.19566 -2.48047
H 1.53175 3.98848 3.08235
H 3.83820 4.87636 3.24711
H 5.60357 4.03509 1.72352
H 5.07295 2.34786 0.01392
H 4.91830 0.53779 -2.52246
H 6.71982 -1.13466 -2.42374
H 6.77409 -2.79721 -0.59516
H 5.02343 -2.75883 1.15813
H 3.23661 -1.09172 1.08000
H 2.12983 0.00716 -3.37925
H 2.17465 1.04189 -5.60971
H 2.64430 3.46141 -5.84771
H 3.06044 4.83880 -3.84016
H 3.04731 3.80529 -1.60453
N -2.80107 -1.49208 -0.24710
N -2.39610 -0.84347 0.96963
H -3.51977 -2.18543 -0.07181
H -1.99915 -1.95673 -0.66714
H -2.29727 -1.49527 1.74617
H -3.11838 -0.17297 1.20594

Here are the Löwdin charges for atoms 1 to 2, given in e: Nd 1.83; Cl 0.66